[1]
23
Properties=species:S:1:pos:R:3:forces:R:3 method="wB97M-V/def2-TZVPD" homo_lumo_gap_ev=10.21 charge=0 spin_multiplicity=1
C -1.209964 0.090933 -2.207441 -0.1 -0.6 0.8
C -1.129621 0.366280 -0.899615 -0.2 -2.0 1.0
C -1.790967 1.603708 -0.352904 -0.1 0.0 0.3
C -0.410236 -0.717003 0.279676 -1.5 3.2 -3.5
N -0.641498 -2.081449 -0.036648 -0.1 -2.0 -0.5
C 1.023319 -0.296338 0.274903 2.1 -1.5 4.0
C 1.597165 -0.913940 1.778500 -0.1 0.8 -2.3
C 1.408893 1.172772 0.280199 -0.1 0.0 -0.2
H -1.831189 0.677195 -2.884225 0.4 0.2 0.2
H -0.802262 -0.822772 -2.631892 0.1 0.1 0.1
H -1.088723 2.439966 -0.289544 0.0 -0.1 0.1
H -2.197252 1.426654 0.648748 0.1 0.1 -0.1
H -2.629285 1.934628 -0.979574 0.3 -0.2 0.0
H -0.906599 -0.491989 1.226838 0.1 0.4 -0.1
H -0.908249 -2.368349 -0.972175 -0.4 1.0 -0.1
H 0.129459 -2.722979 0.120400 0.2 0.5 0.6
H 1.587748 -0.827932 -0.495390 -0.2 0.0 -0.1
H 1.174008 -0.344900 2.611103 0.0 0.0 -0.3
H 2.683320 -0.796794 1.767170 -0.1 0.0 0.2
H 1.364879 -1.970965 1.918016 -0.1 0.1 -0.1
H 0.842665 1.735446 1.026689 0.0 0.0 -0.1
H 2.469238 1.289415 0.524576 -0.1 -0.1 0.0
H 1.265151 1.618413 -0.707409 -0.1 0.1 0.1

[2]
23
Properties=species:S:1:pos:R:3:forces:R:3 method="wB97M-V/def2-TZVPD" homo_lumo_gap_ev="7.40 / 7.05" s_squared=0.75 charge=+1 spin_multiplicity=2
C 3.318346 -0.239389 0.220514 -1.8 -1.0 -0.9
C 1.802401 0.255432 -0.157579 3.4 -1.8 4.0
C 0.598887 -0.735052 0.428636 2.9 -0.6 -0.5
C -0.769414 -0.286047 0.493086 -1.0 -1.6 -2.8
C -1.806842 -0.346200 -0.521068 0.1 0.1 1.3
C -3.211246 -0.653299 -0.106804 -1.7 -0.4 -2.0
C -1.364194 1.022821 0.691135 0.3 4.7 3.6
N 1.841632 0.524746 -1.582867 -4.1 2.5 1.7
H 3.443892 -0.332440 1.297715 0.3 0.0 0.0
H 4.059724 0.458222 -0.263372 -1.0 -0.7 0.6
H 3.376169 -1.273544 -0.263027 0.3 1.3 0.6
H 1.660856 1.208489 0.566804 0.3 -1.3 -1.7
H 1.058207 -1.010689 1.386499 -0.6 0.2 0.2
H 0.636731 -1.654439 -0.170279 -0.1 0.2 0.1
H -1.622748 -0.004563 -1.560259 0.2 -0.6 0.4
H -3.361498 -1.723712 0.069750 0.6 -0.2 -0.2
H -3.534213 -0.244223 0.834343 0.2 0.4 0.3
H -3.996479 -0.417917 -0.910338 1.3 0.0 1.1
H -2.077153 1.058569 1.525365 0.1 -0.4 0.0
H -0.580100 1.784061 1.043236 -0.2 -1.2 -0.6
H -1.828485 1.752916 0.023137 -0.2 -0.5 -1.2
H 0.952687 1.023964 -0.819341 0.7 0.5 -5.2
H 1.402838 -0.167709 -2.225275 0.1 0.3 1.2

[3]
24
Properties=species:S:1:pos:R:3:forces:R:3 method="wB97M-V/def2-TZVPD" homo_lumo_gap_ev=10.02 charge=+1 spin_multiplicity=1
C 1.790188 -1.318974 -1.713055 -0.8 -0.6 0.2
C 0.500626 -1.003049 -0.937397 -0.9 -0.6 -0.9
N 0.546717 -1.864313 0.223939 -0.6 -1.8 1.4
C -0.177923 -1.812963 1.267382 0.8 1.8 -2.0
C -0.949302 -0.560384 1.538490 -1.0 0.4 2.8
N -1.113981 0.289694 0.299453 -1.0 0.1 0.3
C -1.659569 1.616769 0.669449 -0.4 1.1 0.5
C 0.034505 0.432238 -0.621981 2.0 0.8 -2.4
C 1.167454 1.467428 -0.203751 -3.0 0.4 -0.5
H 2.549462 -0.707805 -1.341787 1.6 1.1 0.2
H 1.768142 -1.364414 -2.811162 -0.3 0.4 0.5
H 2.008971 -2.303034 -1.300449 0.2 -0.1 -0.6
H -0.266422 -1.492667 -1.576267 -0.1 0.4 0.4
H -0.165915 -2.571093 2.029884 0.2 -0.3 0.2
H -2.026341 -0.775699 1.945947 1.9 0.5 -0.8
H -0.375842 0.007144 2.402403 -1.2 -0.7 -1.9
H -1.859744 -0.215031 -0.223205 0.7 0.4 0.1
H -2.701724 1.701341 0.463323 -1.0 -0.6 0.3
H -1.439725 1.806732 1.709342 -0.2 0.0 0.2
H -1.321450 2.486968 0.125221 1.0 -0.4 -0.5
H -0.374303 0.955519 -1.531669 -0.1 -1.1 0.7
H 0.935343 2.460804 -0.682216 0.2 -1.0 0.5
H 2.111623 1.158526 -0.579322 0.8 -0.4 0.3
H 1.019209 1.606262 0.847428 1.1 0.2 0.8

[4]
24
Properties=species:S:1:pos:R:3:forces:R:3 method="wB97M-V/def2-TZVPD" homo_lumo_gap_ev="8.97 / 8.73" charge=+1 spin_multiplicity=1
C -0.619108 -0.623694 1.235891 0.3 0.4 -0.4
C 1.229830 1.398450 0.787779 0.0 0.2 0.1
C -1.631141 -1.080516 0.185298 -0.3 0.0 -0.3
C 1.974891 1.055726 -0.510953 0.6 0.9 0.0
C 0.342922 0.250164 0.474509 -1.0 -0.3 0.6
C -2.707432 0.961204 -0.547654 -0.8 0.6 0.0
C 1.891711 -1.449597 -0.506671 0.3 -0.6 0.1
N -1.690760 0.028406 -0.783887 1.5 -0.8 0.2
N 1.152411 -0.186703 -0.672602 -0.2 -0.5 -0.5
H -1.123298 0.020349 1.959804 0.1 0.0 0.0
H -0.129698 -1.425894 1.806454 -0.1 0.0 -0.1
H 1.815734 1.290343 1.704929 0.1 0.0 0.0
H 0.745049 2.374652 0.818536 0.0 0.0 0.0
H -1.285028 -1.964176 -0.358312 0.0 0.0 0.1
H -2.606386 -1.311768 0.624019 0.1 0.0 0.0
H 1.819705 1.759387 -1.327464 -0.1 -0.2 0.0
H 3.037657 0.840966 -0.411156 -0.1 -0.1 -0.1
H -3.627705 0.561476 -1.005911 0.0 0.1 0.1
H -2.939728 1.130328 0.513154 0.0 0.0 0.0
H -2.481192 1.899398 -1.056631 -0.1 0.0 0.1
H 2.546114 -1.614026 -1.360169 0.0 0.1 0.0
H 2.492343 -1.397848 0.397191 0.0 0.1 0.1
H 1.196379 -2.281162 -0.430547 -0.1 0.0 0.0
H 0.596720 -0.235464 -1.535618 -0.1 0.2 0.1

[5]
24
Properties=species:S:1:pos:R:3:forces:R:3 method="wB97M-V/def2-TZVPD" homo_lumo_gap_ev=8.36 charge=+1 spin_multiplicity=1
C -0.110869 -0.400172 0.475299 -1.6 0.8 -2.4
C -1.562750 -0.716223 0.274367 2.2 -0.3 0.3
C 0.930740 -0.097363 -0.371608 -2.1 -0.1 1.6
C -2.797654 1.388841 -0.235797 -1.7 -0.1 2.3
C -3.880015 -0.718246 0.021733 -0.8 -2.6 -1.5
C 3.128761 -1.338967 -0.238244 -1.4 -1.0 1.1
C 3.098659 1.163378 0.158056 0.9 1.1 1.1
N -2.638692 -0.021961 0.142618 2.1 0.0 -0.2
N 2.303985 -0.107860 0.158607 0.0 -1.3 1.8
H 0.107139 -0.724209 1.442322 0.5 -0.1 2.0
H 0.668420 0.067253 -1.375065 0.8 0.5 -1.3
H -3.253983 1.370550 -1.188808 -1.0 0.3 -0.9
H -3.399943 1.915772 0.566341 0.3 -0.6 -1.2
H -1.928381 1.931076 -0.335223 2.4 0.7 0.0
H -4.154729 -0.819571 -1.055150 0.4 0.0 0.6
H -3.908108 -1.751260 0.463623 0.5 1.3 -0.3
H -4.653530 -0.147122 0.413464 -1.4 1.1 1.1
H 3.348021 -1.964259 0.657783 0.2 0.9 -0.4
H 2.400092 -1.944981 -0.747814 0.2 -0.2 -0.8
H 4.015629 -1.122396 -0.766281 0.7 0.4 -0.7
H 2.509935 2.105579 0.413446 0.6 -1.7 -0.2
H 4.062236 1.080487 0.748871 -1.6 -0.3 0.4
H 3.626627 1.280363 -0.756947 -0.6 0.1 -1.6
H 2.088412 -0.428707 1.134405 0.4 1.3 -0.6

[6]
24
Properties=species:S:1:pos:R:3:forces:R:3 method="wB97M-V/def2-TZVPD" homo_lumo_gap_ev=11.41 charge=+1 spin_multiplicity=1
C -1.265062 -0.746728 -2.691484 2.2 0.7 -0.6
C -1.218550 -0.739308 -1.179952 1.4 3.5 3.0
C 0.165260 -0.325770 -0.438351 0.3 0.3 -3.2
C 1.378093 -1.242220 -0.138191 0.5 -0.1 -1.7
N 1.213878 -0.970158 1.267484 2.4 0.5 2.6
C -0.022586 -1.345703 1.858135 0.8 3.3 0.0
N 0.194179 0.010353 0.996390 -3.5 -2.9 1.2
C -0.017927 1.320996 1.561693 1.3 1.8 2.9
C 0.822015 2.324087 0.850468 3.0 2.6 2.0
H -1.289057 0.237652 -3.177952 0.0 0.0 0.7
H -2.120707 -1.222137 -2.963550 -2.9 -1.1 -0.7
H -0.552448 -1.293652 -3.323260 0.6 -0.1 1.0
H -1.534527 -1.600734 -0.571514 -0.5 0.1 -0.9
H -1.814137 0.245100 -0.870766 0.5 -2.4 -0.4
H 0.626828 0.546729 -0.923405 -0.6 -0.2 -0.2
H 1.409813 -2.278444 -0.397158 -0.5 -0.8 -0.1
H 2.338239 -0.814514 -0.549263 -1.0 -0.3 0.8
H -0.623517 -2.184177 1.593334 -0.5 -0.2 -0.8
H -0.104437 -0.939268 2.884950 0.1 -0.9 -0.6
H -1.031744 1.661276 1.460923 -0.8 -0.6 -0.1
H 0.239063 1.437923 2.696666 -0.5 -1.2 -2.0
H 1.907647 1.994925 0.717214 -1.4 0.4 0.3
H 0.425786 2.521409 -0.084112 -0.7 0.6 -2.0
H 0.873897 3.402363 1.421701 -0.3 -2.9 -1.3

[7]
25
Properties=species:S:1:pos:R:3:forces:R:3 method="wB97M-V/def2-TZVPD" homo_lumo_gap_ev=10.66 charge=+1 spin_multiplicity=1
C -2.247654 1.315775 1.048948 0.4 0.0 0.1
C -1.518733 0.439028 0.410342 -3.7 -2.6 -2.0
O -2.254032 -0.672595 -0.529810 2.9 2.3 1.9
N -3.622699 -0.463708 -0.550601 -0.6 0.4 0.2
N -0.104536 0.238983 0.397990 -0.1 0.2 0.2
C 0.558894 1.018681 -0.687369 0.6 0.7 -0.6
C 2.062038 0.986984 -0.461799 0.0 -0.3 -0.2
C 2.567316 -0.454327 -0.456664 0.1 0.1 0.2
C 1.803813 -1.284692 0.572607 0.0 0.1 -0.3
C 0.304872 -1.192419 0.329857 0.4 -1.0 0.2
H -3.318776 1.298735 0.911484 -0.1 -0.1 -0.1
H -1.831004 2.058476 1.706860 0.2 0.1 0.1
H -3.893668 -0.257137 -1.512451 0.2 -0.2 0.2
H -4.067620 -1.324698 -0.233820 0.2 0.2 -0.1
H 0.263979 0.607731 1.286203 -0.2 0.0 -0.1
H 0.173205 2.040324 -0.666839 -0.1 -0.2 0.1
H 0.287076 0.561966 -1.640261 -0.1 0.0 0.1
H 2.301005 1.472587 0.487867 0.0 0.1 0.0
H 2.550547 1.555572 -1.251325 -0.1 0.1 0.0
H 2.437573 -0.889478 -1.448002 0.0 0.0 -0.1
H 3.630979 -0.468926 -0.225217 0.0 0.0 -0.1
H 2.106355 -2.328247 0.507031 -0.1 -0.1 0.1
H 2.036174 -0.938790 1.582887 0.0 0.0 0.1
H 0.033436 -1.569238 -0.656620 -0.1 0.1 0.1
H -0.258550 -1.750580 1.078711 -0.1 0.2 -0.1

[8]
25
Properties=species:S:1:pos:R:3:forces:R:3 method="wB97M-V/def2-TZVPD" homo_lumo_gap_ev="7.37 / 7.62" charge=+1 spin_multiplicity=1
C -3.659566 0.183806 0.007199 0.1 0.7 0.1
C 0.211560 0.142149 0.030396 0.7 0.8 -0.4
C -0.555280 1.382684 -0.213106 -1.0 -0.9 1.3
C 2.101404 1.207154 1.138647 -0.1 2.3 -3.5
C 2.292697 0.311504 -1.420771 -2.0 1.2 0.2
C -0.160959 -2.227014 0.317062 -1.2 -5.9 0.9
C 1.829308 0.148689 -0.011506 -1.5 0.7 3.1
N -3.100388 -0.976265 0.139752 1.8 0.9 -1.0
N -0.365732 -0.906711 0.232441 -0.1 -0.4 -0.3
O -3.219412 1.305213 -0.165116 -0.2 0.5 0.1
H -4.742988 0.210049 -0.039025 -1.2 -0.7 0.0
H -1.465944 1.538221 0.461588 2.0 -0.1 -0.3
H -1.080465 1.206125 -1.119735 0.0 0.4 -1.3
H 0.235076 2.059589 -0.204128 0.2 2.2 -0.5
H 1.640109 2.278726 0.994029 1.5 -1.9 -0.2
H 3.128865 1.235689 1.417919 0.9 0.3 -0.2
H 1.604561 0.902208 1.958176 -1.7 -1.4 3.0
H 1.953302 -0.529508 -1.923901 -0.9 -1.6 -1.4
H 3.297919 0.234406 -1.544346 3.2 0.1 0.2
H 1.964801 1.198556 -1.984394 -0.1 -0.1 0.6
H -0.607678 -2.905931 -0.459596 -0.6 1.4 0.0
H -0.640935 -2.677416 1.244479 0.9 0.8 -0.7
H 0.822843 -2.729473 0.154375 0.4 1.4 0.6
H 2.065151 -0.821620 0.511045 0.2 0.7 -1.2
H -3.548242 -1.770830 0.478520 -1.3 -1.4 0.9

[9]
26
Properties=species:S:1:pos:R:3:forces:R:3 method="wB97M-V/def2-TZVPD" homo_lumo_gap_ev=10.23 charge=+1 spin_multiplicity=1
C -0.186335 0.148543 -0.394602 -0.7 0.0 3.0
C -0.004874 0.623079 -1.760312 0.5 1.7 -1.2
C -1.305438 0.360548 -2.513926 -0.2 -1.0 0.5
C -2.240187 -0.207727 -1.430901 1.1 0.0 -2.3
C -2.194217 -0.349169 0.953042 -1.2 -1.4 2.3
C 0.965511 -1.191471 1.412785 1.9 1.8 1.6
C 2.782102 1.028139 1.797350 0.7 -1.3 -0.2
N -1.484140 -0.110013 -0.240677 2.2 0.5 1.3
N 0.819841 -0.007512 0.590273 -3.2 2.6 -3.3
O 3.151647 -0.290369 -0.338870 0.2 1.1 -0.7
S 2.321242 0.860738 0.074220 -0.4 -2.9 1.7
H 0.111265 1.711092 -1.941046 0.7 -0.5 1.1
H 0.893565 0.142915 -2.053093 0.8 -0.5 -1.3
H -1.719683 1.254364 -2.940377 0.0 0.4 -0.2
H -1.186370 -0.372199 -3.284895 0.1 -0.2 -0.6
H -3.184091 0.280077 -1.488945 -0.8 0.3 0.8
H -2.317864 -1.258971 -1.567819 -0.9 -1.0 -0.4
H -1.547449 -0.839592 1.765618 -1.3 0.2 -1.4
H -2.448342 0.604916 1.424028 -0.3 0.0 -0.2
H -3.182923 -0.904359 0.639805 2.1 0.8 1.2
H 0.942337 -1.035426 2.533725 0.1 0.4 -1.2
H 1.984090 -1.439295 1.092763 -0.3 -1.5 0.4
H 0.178633 -1.829478 1.234452 -1.2 -2.0 -1.0
H 3.020293 0.042188 2.195683 -0.1 -0.5 -0.6
H 2.070526 1.349912 2.516103 -0.5 1.5 0.2
H 3.760862 1.429068 1.725616 0.7 1.3 0.5

One value per record, in order, for electronic energy: -8990.69095, -8977.05990, -10474.04446, -10472.09882, -10471.58818, -10471.31807, -12520.79230, -12516.97724, -23356.35554 eV.